(1)
{
  "formula": "C4H10OS",
  "method": "wB97M-V/def2-TZVPD",
  "species": ["C", "C", "C", "C", "O", "S", "H", "H", "H", "H", "H", "H", "H", "H", "H", "H"],
  "positions_angstrom": [[-0.148, -1.251, 0.243], [1.313, -1.437, -0.168], [0.000, 2.405, -1.100], [-0.471, -0.374, 1.446], [-2.582, -1.681, -0.071], [-1.303, -2.091, -0.655], [1.225, -2.167, -0.894], [1.833, -0.533, -0.501], [1.831, -1.782, 0.699], [0.654, 2.153, -0.229], [0.194, 1.737, -1.954], [0.007, 3.410, -1.398], [-0.002, -0.755, 2.396], [-0.043, 0.621, 1.296], [-1.536, -0.339, 1.568], [-0.973, 2.084, -0.677]],
  "multiplicity": 1,
  "total_charge": 0,
  "total_energy_ha": -631.76762,
  "lumo_energy_ev": [0.02, 0.03]
}

(2)
{
  "formula": "C3H15N2O2",
  "method": "wB97M-V/def2-TZVPD",
  "species": ["N", "C", "C", "N", "C", "H", "H", "H", "H", "H", "H", "H", "H", "H", "H", "H", "H", "H", "O", "H", "H", "O"],
  "positions_angstrom": [[1.493, -1.576, 1.385], [0.281, -1.590, 2.170], [-0.863, -1.890, 1.193], [-0.911, -0.838, 0.149], [-1.096, -1.379, -1.261], [2.241, -1.119, 1.878], [1.826, -2.503, 1.171], [-0.098, -0.237, 0.116], [0.185, -2.396, 2.919], [0.246, -0.700, 2.791], [-0.683, -2.845, 0.706], [-1.907, -2.092, 1.472], [-1.758, -0.289, 0.221], [-1.661, -0.658, -1.832], [-1.582, -2.356, -1.195], [-0.130, -1.658, -1.674], [2.804, 5.421, -2.559], [3.433, 4.053, -2.830], [2.784, 4.490, -2.296], [-2.583, 2.215, -0.263], [-1.337, 2.255, -1.027], [-1.918, 1.603, -0.648]],
  "multiplicity": 1,
  "total_charge": 1,
  "total_energy_ha": -383.03922,
  "lumo_energy_ev": -2.76
}

(3)
{
  "formula": "C13H10AsBrClFeI2NO12S",
  "method": "wB97M-V/def2-TZVPD",
  "species": ["Fe", "O", "Cl", "O", "O", "O", "O", "As", "O", "O", "C", "C", "C", "C", "C", "C", "S", "O", "O", "O", "H", "H", "H", "H", "H", "I", "C", "I", "H", "H", "Br", "C", "C", "N", "C", "C", "C", "C", "O", "O", "H", "H", "H"],
  "positions_angstrom": [[0.288, 0.262, -0.401], [-0.577, -3.027, 2.050], [-1.127, -2.453, 0.844], [-2.461, -2.957, 0.599], [-1.200, -0.967, 0.999], [-0.250, -2.719, -0.294], [3.701, 2.824, -0.856], [2.899, 2.410, 0.677], [3.054, 3.613, 1.783], [1.346, 1.986, 0.153], [4.193, 1.031, 1.167], [5.326, 1.563, 1.768], [6.444, 0.761, 1.982], [6.438, -0.565, 1.587], [5.300, -1.119, 1.012], [4.181, -0.328, 0.813], [2.679, -1.089, 0.254], [2.335, -0.417, -1.029], [2.933, -2.498, 0.176], [1.696, -0.611, 1.235], [2.990, 3.086, -1.453], [5.312, 2.605, 2.059], [7.326, 1.182, 2.452], [7.316, -1.182, 1.743], [5.252, -2.163, 0.733], [-1.659, 2.290, 0.515], [-1.592, 2.853, -1.521], [0.118, 2.290, -2.659], [-1.664, 3.931, -1.575], [-2.429, 2.323, -1.960], [-6.150, -3.438, -4.415], [-4.431, -3.154, -3.633], [-3.494, -4.168, -3.681], [-2.270, -4.031, -3.172], [-1.966, -2.861, -2.598], [-2.855, -1.795, -2.507], [-4.121, -1.947, -3.039], [-2.470, -0.468, -1.868], [-3.380, 0.331, -1.654], [-1.225, -0.294, -1.702], [-3.741, -5.119, -4.141], [-0.976, -2.757, -2.173], [-4.823, -1.128, -2.969]],
  "multiplicity": 5,
  "total_charge": -2,
  "total_energy_ha": -8986.22823,
  "lumo_energy_ev": [3.79, 3.79]
}

(4)
{
  "formula": "C15H14Cl2N2O4S",
  "method": "wB97M-V/def2-TZVPD",
  "species": ["N", "S", "O", "O", "C", "C", "C", "C", "O", "N", "C", "C", "O", "C", "C", "C", "C", "C", "C", "C", "Cl", "C", "C", "Cl", "H", "H", "H", "H", "H", "H", "H", "H", "H", "H", "H", "H", "H", "H"],
  "positions_angstrom": [[-0.806, 3.202, -3.812], [-0.025, 4.009, -2.571], [-0.823, 5.129, -2.178], [1.336, 4.209, -2.962], [-0.074, 2.780, -1.260], [-0.644, 1.539, -1.424], [-0.660, 0.608, -0.385], [-1.332, -0.702, -0.696], [-2.284, -0.750, -1.449], [-0.786, -1.790, -0.125], [-1.274, -3.126, -0.366], [-0.101, -4.037, -0.747], [0.890, -4.048, 0.256], [0.683, -4.752, 1.412], [-0.376, -5.619, 1.654], [-0.454, -6.287, 2.866], [0.506, -6.101, 3.842], [1.563, -5.237, 3.601], [1.653, -4.567, 2.398], [-0.113, 0.987, 0.842], [-0.160, -0.048, 2.222], [0.459, 2.240, 1.020], [0.487, 3.133, -0.042], [1.187, 4.678, 0.111], [-1.705, 3.604, -4.022], [-0.228, 3.120, -4.633], [-1.096, 1.273, -2.367], [0.035, -1.719, 0.457], [-2.003, -3.074, -1.177], [-1.763, -3.505, 0.538], [0.404, -3.634, -1.629], [-0.456, -5.047, -0.978], [-1.141, -5.791, 0.913], [-1.281, -6.959, 3.041], [0.434, -6.624, 4.783], [2.321, -5.084, 4.354], [2.470, -3.894, 2.192], [0.875, 2.521, 1.973]],
  "multiplicity": 1,
  "total_charge": 0,
  "smiles": "NS(=O)(=O)c1cc(C(=O)NCCOc2ccccc2)c(Cl)cc1Cl",
  "total_energy_ha": -2309.05054,
  "lumo_energy_ev": 0.09
}

(5)
{
  "formula": "C9H11BrF2NOS",
  "method": "wB97M-V/def2-TZVPD",
  "species": ["C", "C", "C", "C", "C", "C", "C", "C", "C", "N", "O", "F", "F", "S", "Br", "H", "H", "H", "H", "H", "H", "H", "H", "H", "H", "H"],
  "positions_angstrom": [[3.805, 1.309, -1.005], [2.962, 1.902, -0.077], [3.400, 0.226, -1.776], [1.723, 1.361, 0.198], [2.093, -0.200, -1.642], [1.269, 0.433, -0.697], [-1.163, 0.348, 2.085], [-1.760, -1.775, 1.233], [-4.338, -1.425, -0.882], [-0.806, -0.692, 1.122], [-0.371, -1.297, -1.436], [-5.287, -1.602, -1.764], [-1.364, 0.855, -0.831], [-0.343, -0.335, -0.445], [-4.879, -0.119, 0.281], [4.743, 1.801, -1.254], [3.197, 2.891, 0.241], [4.067, -0.179, -2.546], [0.940, 1.810, 0.801], [1.720, -0.871, -2.427], [-1.550, -0.127, 2.923], [-0.317, 0.825, 2.522], [-1.892, 0.921, 1.626], [-2.454, -1.483, 1.916], [-2.249, -1.911, 0.259], [-1.148, -2.666, 1.573]],
  "multiplicity": 1,
  "total_charge": 1,
  "total_energy_ha": -3651.00669,
  "lumo_energy_ev": -3.79
}

(6)
{
  "formula": "C3H9N4",
  "method": "wB97M-V/def2-TZVPD",
  "species": ["N", "C", "N", "C", "C", "N", "N", "H", "H", "H", "H", "H", "H", "H", "H", "H"],
  "positions_angstrom": [[-2.903, -0.808, -0.430], [-1.992, 0.041, -0.049], [-0.755, -0.136, 0.432], [0.039, 1.078, 0.721], [1.313, 0.702, 0.026], [1.940, -0.318, 0.410], [2.895, -0.910, -0.322], [-2.740, -1.823, -0.342], [-3.589, -0.487, -1.075], [-2.155, 1.046, -0.270], [-0.378, -1.110, 0.745], [0.118, 1.288, 1.730], [-0.426, 1.857, 0.116], [1.762, 1.258, -0.825], [3.615, -1.306, 0.262], [3.256, -0.373, -1.130]],
  "multiplicity": 1,
  "total_charge": 1,
  "smiles": "N/C=[NH+]/C/C=N/N",
  "total_energy_ha": -338.43929,
  "lumo_energy_ev": -3.50
}

ΔE to the lowest compared entry with this formula, charge and spin in kcal per mole, matching the order above: 35.8, 23.0, 13.5, 1.1, 49.4, 51.2